No. 1
Formula: C6H9O2
Source: the Open Molecules 2025 dataset
Level of theory: ωB97M-V/def2-TZVPD

The geometry in XYZ format:
```
17
Properties=species:S:1:pos:R:3:forces:R:3
O -0.9338 -0.6645 2.5135 0.2707 0.0882 -0.3036
C -0.1470 0.3085 2.4229 -0.7869 -0.2479 0.7352
O 0.4216 0.9409 3.3221 0.3902 0.3469 -0.0326
C 0.1024 0.7801 0.9973 1.4922 -1.3679 0.6828
C 0.8762 -0.1272 0.2139 2.4106 2.6536 -0.5514
C 1.0237 0.0850 -1.2211 -1.3128 0.3694 -1.5292
C 0.2680 1.0298 -1.9469 0.6584 -0.4337 1.2037
C 1.7874 -0.8870 -1.8499 0.2214 -0.7053 0.7097
H -0.4919 0.1014 0.2882 -2.2601 -0.3684 -0.2256
H 0.0434 1.8395 0.7737 -0.3063 -0.1882 -0.6852
H 1.6220 -0.7929 0.6482 -0.9873 -0.8668 0.3040
H -4.0398 -0.9670 1.0813 0.0170 -0.0216 0.0254
H -0.5598 1.5406 -1.4736 0.1471 0.2887 -0.1976
H 0.4017 1.0275 -3.0185 -0.3039 0.1195 -0.0613
H 1.7873 -0.9450 -2.9267 0.1944 0.0663 -0.1625
H 2.1625 -1.7560 -1.3196 0.1661 0.2482 0.1097
H -4.3240 -1.5135 1.4952 -0.0107 0.0188 -0.0216
```
Positions in Å, forces in eV/Å.

ΔE to the lowest compared entry with this formula, charge and spin: 130.43 kcal per mole
E_HOMO: -2.753 eV
LUMO energy: 2.44 eV
Net charge: -1

These are the Mulliken partial charges, in e, on atoms 1 to 2:
1 O -0.700
2 C 0.447

=====

No. 2
Formula: C15H20N4OS
Source: the Open Molecules 2025 dataset
Level of theory: ωB97M-V/def2-TZVPD

The geometry in XYZ format:
```
41
Properties=species:S:1:pos:R:3:forces:R:3
C 2.3204 1.6291 -1.3872 0.0015 -0.0574 0.2683
C 2.4442 0.8652 -0.0692 0.1723 0.2656 -0.0961
C 3.7373 0.0318 -0.0066 -0.1393 0.0553 -0.0602
C 3.6661 -1.1963 -0.9114 0.0041 -0.0782 0.2297
C 2.4201 -2.0120 -0.5788 -0.0981 0.1895 -0.2241
C 1.1845 -1.1121 -0.6831 0.0706 -0.3019 0.0004
N 1.2544 0.0550 0.1740 -0.0921 -0.0056 0.0804
C 0.9973 -0.2095 1.5757 -0.2604 0.2018 0.0719
C -0.0044 0.8173 2.1341 0.5378 -0.2746 0.3764
N -1.1959 0.8441 1.3024 -0.1222 -0.0374 -0.0274
C -1.3786 1.8783 0.4271 -0.1111 0.4714 -0.2927
S -0.4531 3.2366 0.3836 0.2267 0.5143 -0.0704
N -2.4298 1.7887 -0.4390 0.1064 -0.0181 0.0172
C -3.3207 0.7581 -0.4612 -0.2740 -0.7988 0.3580
N -4.3007 0.8006 -1.3564 0.2622 0.4508 -0.1090
C -5.1664 -0.1962 -1.3629 -0.0217 -0.1360 0.0882
C -5.1093 -1.2781 -0.4909 0.0819 -0.0778 0.1290
C -4.0862 -1.3221 0.4398 0.0453 0.2468 -0.1428
C -3.1614 -0.2827 0.4656 -0.2333 0.1248 -0.3344
C -2.0372 -0.2592 1.4059 -0.2263 -0.0630 -0.0260
O -1.8306 -1.1259 2.2278 -0.0343 -0.0956 0.0026
H 2.3575 0.9690 -2.2481 0.0407 -0.0698 -0.1551
H 3.1330 2.3464 -1.4687 0.1243 0.0703 -0.0885
H 1.3799 2.1722 -1.4052 -0.0691 0.0337 -0.0281
H 2.4756 1.6157 0.7290 -0.0210 -0.0360 -0.0429
H 4.5843 0.6599 -0.2866 0.0623 0.0376 0.0760
H 3.8971 -0.3006 1.0228 0.0612 0.0046 0.0421
H 3.6290 -0.8872 -1.9577 0.0390 -0.0274 -0.0808
H 4.5635 -1.8053 -0.7785 0.0125 0.0368 -0.0909
H 2.3209 -2.8573 -1.2620 -0.0117 -0.0805 0.0375
H 2.4985 -2.4045 0.4380 -0.0078 -0.0773 0.0514
H 1.0765 -0.7636 -1.7140 -0.0421 -0.0996 -0.0471
H 0.2803 -1.6729 -0.4291 0.0050 0.0499 -0.0695
H 0.5598 -1.2030 1.6901 0.1063 0.0247 0.0202
H 1.9008 -0.1667 2.1970 -0.0026 -0.0628 -0.0022
H -0.2967 0.5297 3.1460 0.0062 0.0858 -0.0705
H 0.4249 1.8184 2.1349 -0.1198 -0.1769 0.0447
H -2.5591 2.5533 -1.0904 0.0783 -0.0919 0.1622
H -5.9466 -0.1195 -2.1079 -0.1036 -0.0806 -0.0320
H -5.8475 -2.0614 -0.5440 -0.0736 -0.0584 -0.0218
H -3.9817 -2.1329 1.1449 0.0196 -0.0579 0.0563
```
Positions in Å, forces in eV/Å.

ΔE to the lowest compared entry with this formula, charge and spin: 0.00 kcal per mole
E_HOMO: -8.127 eV
LUMO energy: -0.13 eV
Net charge: 0

These are the Mulliken partial charges, in e, on atoms 1 to 2:
1 C -1.497
2 C -0.046

=====

No. 3
Formula: C22H14BrN4O7RuS
Source: the Open Molecules 2025 dataset
Level of theory: ωB97M-V/def2-TZVPD

The geometry in XYZ format:
```
50
Properties=species:S:1:pos:R:3:forces:R:3
Ru -0.2816 0.0128 0.2042 0.2102 0.4914 1.0083
N 2.6049 1.9681 2.7896 0.0480 -0.0485 -0.0431
C 1.9259 1.4325 1.7114 0.0649 0.0223 -0.0947
S 1.5354 -0.2543 1.7421 0.1682 -0.0333 -0.1046
N 1.6539 2.2184 0.7195 -0.0932 -0.2877 -0.0481
N 1.0230 1.4869 -0.3016 -0.2853 0.7082 0.0070
C 1.1184 1.9981 -1.4707 0.1840 -0.1558 -0.1117
C 0.6492 1.3470 -2.6687 -0.1025 0.1509 0.1058
C 0.6328 2.0485 -3.8790 -0.0320 -0.0129 0.0204
C 0.2600 1.4373 -5.0563 -0.0014 -0.0712 0.0175
C -0.0967 0.0807 -5.0178 -0.0010 0.0469 -0.0161
C -0.0687 -0.6373 -3.8456 0.0632 0.0333 -0.0305
C 0.3154 -0.0303 -2.6253 -0.0249 -0.1728 0.0864
O 0.3892 -0.7444 -1.5487 0.3440 -0.3785 -0.2208
H 2.4427 1.4709 3.6488 -0.0473 0.0231 0.0305
H 2.5103 2.9693 2.8642 0.0162 0.0115 -0.0167
H 1.6258 2.9570 -1.5468 0.1159 -0.0455 -0.0183
H 0.9176 3.0961 -3.8719 -0.0154 0.0015 -0.0031
H 0.2330 1.9917 -5.9854 -0.0115 -0.0040 0.0040
H -0.4170 -0.4119 -5.9299 0.0043 0.0056 -0.0022
H -0.3636 -1.6779 -3.8065 0.0103 0.0110 -0.0091
O -6.0297 4.3204 -0.5832 0.0894 -0.0063 0.1041
C -4.9163 4.7297 -0.1993 -0.0974 0.1802 -0.2111
O -4.5757 5.8747 0.1756 -0.0147 -0.1285 0.0486
C -3.7767 3.6836 -0.2236 0.0750 -0.0488 0.0705
C -2.4915 4.0288 0.1830 -0.0253 0.0596 -0.0007
C -1.4816 3.0873 0.1583 -0.0382 -0.0966 -0.1081
N -1.6847 1.8300 -0.2481 -0.3139 0.2605 0.1057
C -2.9149 1.4834 -0.6273 0.1213 0.0603 -0.0229
C -3.9779 2.3752 -0.6388 -0.0219 -0.0371 -0.0575
C -3.0553 0.0276 -1.0050 0.1138 -0.3770 0.0561
O -4.0649 -0.3751 -1.5688 -0.0481 0.0627 0.0471
O -2.0461 -0.7027 -0.6692 -0.3891 0.2490 -0.3888
H -2.3120 5.0416 0.5178 0.0031 -0.0004 -0.0029
H -0.4771 3.3335 0.4792 0.0176 -0.0053 0.0286
H -4.9545 2.0478 -0.9643 -0.0038 -0.0014 -0.0002
Br -4.7345 -1.9399 7.5175 0.0074 -0.0005 0.0048
C -3.7416 -1.5432 5.9375 0.0053 0.0055 -0.0215
C -3.1915 -2.5858 5.2112 0.0109 0.0072 -0.0024
C -2.4740 -2.2902 4.0611 0.0047 -0.0141 -0.0063
C -2.3066 -0.9737 3.6536 0.0254 0.0565 0.0335
C -2.8711 0.0544 4.3967 -0.0255 0.0188 0.0247
C -3.5972 -0.2232 5.5466 0.0205 -0.0081 -0.0096
C -1.5180 -0.6581 2.4146 0.1662 -0.1835 -0.1789
O -1.3163 0.5496 2.1165 0.1614 -0.0853 -0.1895
O -1.0727 -1.5919 1.7096 -0.4375 -0.2585 0.1254
H -3.3238 -3.6079 5.5389 -0.0067 0.0021 -0.0085
H -2.0341 -3.0732 3.4576 -0.0026 0.0014 0.0011
H -2.7379 1.0722 4.0534 -0.0026 -0.0082 0.0035
H -4.0436 0.5717 6.1277 -0.0095 0.0007 -0.0056
```
Positions in Å, forces in eV/Å.

ΔE to the lowest compared entry with this formula, charge and spin: 45.57 kcal per mole
⟨S²⟩: 0.756
2S+1: 2
E_HOMO (alpha / beta): -2.479 / -2.426 eV
LUMO energy (alpha / beta): 3.56 / 3.56 eV
Net charge: -2

These are the Mulliken partial charges, in e, on atoms 1 to 2:
1 Ru 0.769
2 N -0.536

=====

No. 4
Formula: C24H23ClNO5PW
Source: the Open Molecules 2025 dataset
Level of theory: ωB97M-V/def2-TZVPD

The geometry in XYZ format:
```
56
Properties=species:S:1:pos:R:3:forces:R:3
W 0.7794 -0.7201 1.2641 0.6543 0.5201 0.0375
O 2.3521 -1.2905 0.5366 -0.5687 -0.0817 -0.1496
C 2.0346 0.1977 2.8146 0.2558 -0.0370 -0.1300
C 1.8249 -0.9239 3.8082 -0.1012 0.0096 -0.0400
N 0.4444 -1.3414 3.3952 0.0427 0.2680 0.1181
C 0.1300 -2.7781 3.4300 0.0401 -0.0586 -0.0472
C -0.7682 -3.0570 2.2320 0.0793 0.0477 0.3878
O -1.5548 -3.9032 2.0400 -0.0023 0.0074 0.0603
O -0.4634 -2.0927 1.2610 0.0512 -0.6456 -0.4146
C -0.6279 -0.4756 3.9495 -0.1400 0.1837 -0.0718
C -1.1217 0.5870 2.9545 -0.2939 0.1953 0.4325
O -2.0707 1.2635 3.1365 0.1055 -0.0597 0.0902
O -0.3814 0.6812 1.8011 -0.0607 -0.2423 -0.1312
H 3.0639 -1.3123 -0.1173 0.0545 0.0495 0.1060
H 1.6621 1.1569 3.1660 -0.1196 -0.0346 -0.0907
H 3.0513 0.3181 2.4452 -0.0178 -0.0669 0.0364
H 1.8667 -0.6511 4.8641 0.0174 -0.0121 -0.0107
H 2.5014 -1.7605 3.6351 -0.0164 0.0009 0.0144
H -0.2809 -3.0936 4.3874 -0.2497 -0.0297 -0.1287
H 1.0473 -3.3494 3.2608 0.0106 0.0279 0.0626
H -0.2924 0.0425 4.8497 0.0580 -0.0362 -0.0160
H -1.4980 -1.0694 4.2312 0.0457 -0.0649 -0.0322
Cl 0.8866 -3.0888 -1.3771 0.1060 0.0208 0.0720
C -0.2073 -2.2842 -2.4446 -0.1988 -0.0011 -0.3479
C -0.6881 -3.0326 -3.5110 0.1520 -0.1443 0.1276
C -1.5367 -2.4694 -4.4453 -0.0467 0.2002 0.0268
C -1.9138 -1.1375 -4.3201 0.0188 -0.1656 -0.0689
C -1.4527 -0.3987 -3.2507 0.0373 0.1435 0.1112
C -0.5902 -0.9521 -2.2883 -0.0655 0.2006 0.0735
P -0.1049 0.2165 -0.9878 0.2549 -0.0475 -0.0721
C 1.3992 1.1040 -1.4346 -0.1571 -0.1673 -0.0490
C 1.9433 1.9955 -0.5017 -0.1117 -0.0417 0.0137
C 3.1769 2.5717 -0.7525 0.1076 0.0646 0.0361
C 3.8718 2.2539 -1.9151 -0.0470 -0.0071 0.0251
C 3.3318 1.3644 -2.8350 -0.0049 0.0110 0.0209
C 2.0958 0.7785 -2.5952 -0.0050 0.0282 -0.0133
C -1.4987 1.2996 -0.7213 0.0664 -0.0398 0.0243
C -1.4024 2.6791 -0.8744 0.0401 -0.0631 -0.0300
C -2.5197 3.4624 -0.6272 -0.0556 0.0663 0.0163
C -3.7099 2.8758 -0.2223 0.0241 -0.0381 -0.0002
C -3.8020 1.4950 -0.0700 0.0170 0.0357 -0.0034
C -2.6978 0.7039 -0.3189 0.0441 -0.0453 -0.0138
H -0.3804 -4.0654 -3.5999 -0.0056 -0.0020 -0.0062
H -1.8981 -3.0702 -5.2683 -0.0071 0.0012 -0.0073
H -2.5697 -0.6776 -5.0456 -0.0056 -0.0072 -0.0031
H -1.7681 0.6318 -3.1533 -0.0012 -0.0074 0.0054
H 1.3810 2.2769 0.3862 0.0179 0.0139 -0.0089
H 3.5929 3.2802 -0.0488 0.0110 0.0024 -0.0057
H 4.8335 2.7095 -2.1069 0.0054 0.0100 -0.0038
H 3.8687 1.1310 -3.7443 0.0066 -0.0027 -0.0010
H 1.6721 0.0848 -3.3109 0.0108 0.0000 -0.0037
H -0.4788 3.1392 -1.2011 -0.0039 0.0084 0.0009
H -2.4597 4.5343 -0.7562 -0.0050 0.0026 0.0046
H -4.5756 3.4936 -0.0271 0.0002 0.0151 -0.0060
H -4.7333 1.0416 0.2395 -0.0083 0.0030 0.0007
H -2.7642 -0.3749 -0.2156 -0.0358 0.0121 0.0025
```
Positions in Å, forces in eV/Å.

E_HOMO: -14.887 eV
LUMO energy: -8.37 eV
Net charge: +2

These are the Mulliken partial charges, in e, on atoms 1 to 2:
1 W 1.722
2 O -0.440

=====

No. 5
Formula: C4H6O2
Source: the Open Molecules 2025 dataset
Level of theory: ωB97M-V/def2-TZVPD

The geometry in XYZ format:
```
12
Properties=species:S:1:pos:R:3:forces:R:3
O 1.9338 -0.5917 1.7900 -1.3969 0.3525 -1.5376
C 1.0920 -0.3824 0.9366 -0.7579 0.1994 -0.8676
C 1.0474 -0.1124 -0.5751 0.0911 0.2983 -1.6075
C -0.5604 0.0569 -0.7786 0.9185 -1.0650 4.4221
O -1.0882 1.3522 -1.0624 0.6150 -0.4657 0.5973
C -0.4158 -0.2981 0.8576 -1.5177 0.4722 -0.2139
H 1.4811 0.8578 -0.7705 0.6002 0.0691 -0.6017
H 1.4516 -0.9561 -1.1137 0.5225 0.1526 -0.6014
H -1.3281 -0.6718 -1.0860 1.3549 -0.2737 -0.8816
H -1.9354 1.4150 -0.5819 0.5230 0.0356 -0.3681
H -0.8733 -1.2625 1.0677 -0.4411 0.2298 0.5353
H -0.8047 0.5932 1.3162 -0.5116 -0.0051 1.1248
```
Positions in Å, forces in eV/Å.

ΔE to the lowest compared entry with this formula, charge and spin: 67.12 kcal per mole
E_HOMO: -9.185 eV
LUMO energy: 0.75 eV
Net charge: 0

These are the Mulliken partial charges, in e, on atoms 1 to 2:
1 O -0.562
2 C 0.275

=====

No. 6
Formula: CH3NS2
Source: the Open Molecules 2025 dataset
Level of theory: ωB97M-V/def2-TZVPD

The geometry in XYZ format:
```
7
Properties=species:S:1:pos:R:3:forces:R:3
S -2.2940 1.0097 -0.0819 0.7522 -0.6245 -0.4584
C -0.8478 0.3020 -0.4370 -1.1952 1.2228 0.6715
N 0.0308 -0.1153 0.5078 0.4617 -1.2204 0.7302
S 1.3536 -0.9690 -0.0719 1.7145 -0.1873 -0.2440
H -0.4002 0.2249 -1.4475 -0.4755 0.0500 0.5281
H -0.1617 -0.4502 1.4750 -0.7675 1.1780 -1.2030
H 2.3193 -0.0022 0.0554 -0.4903 -0.4185 -0.0244
```
Positions in Å, forces in eV/Å.

ΔE to the lowest compared entry with this formula, charge and spin: 21.06 kcal per mole
E_HOMO: -8.796 eV
LUMO energy: 0.26 eV
Net charge: 0

These are the Mulliken partial charges, in e, on atoms 1 to 2:
1 S -0.292
2 C -0.055